[1]
Molecular formula: CH7N2S
Method: DFT, ωB97M-V/def2-TZVPD

XYZ file:
```
11
Properties=species:S:1:pos:R:3:lowdin_charge:R:1
S -1.7497 0.2536 -1.2948 -0.219
H -1.9395 1.5828 -1.2271 -0.467
N 0.5620 -1.2345 0.4396 -0.051
C 1.4231 -0.3529 1.2340 -0.396
N 1.4474 1.0774 0.8794 -0.015
H 0.3423 -0.7357 -0.4310 -0.069
H -0.3448 -1.1895 0.8691 0.006
H 2.4261 -0.7920 1.1848 0.079
H 1.1136 -0.4127 2.2828 0.081
H 0.7667 1.2505 0.1542 0.013
H 2.3791 1.2650 0.5321 0.038
```

Output
Energy relative to the best compared isomer or geometry (same formula, charge and spin) in kcal per mole: 8.1
Total charge: -1
HOMO energy in eV: -2.86
Frontier orbital gap in Ha: 0.2598

***

[2]
Molecular formula: C2H4N2S2
Method: DFT, ωB97M-V/def2-TZVPD

XYZ file:
```
10
Properties=species:S:1:pos:R:3:lowdin_charge:R:1
C -1.7598 1.1541 1.4174 -0.197
N -1.2117 0.7156 0.3464 -0.318
S 0.3922 0.0019 0.7095 0.823
C 0.4638 -0.5557 -1.0107 -0.651
N 1.1738 -1.1598 -1.8928 -0.449
S 2.9224 -1.1851 -1.6994 0.607
H -1.4883 1.1348 2.5191 0.080
H -2.8769 1.3810 1.3926 0.086
H -0.3494 0.0222 -1.5716 0.083
H 2.7339 -1.5091 -0.2104 -0.063
```

Output
Energy relative to the best compared isomer or geometry (same formula, charge and spin) in kcal per mole: 98.9
SMILES: C=NS/C=N\S
HOMO energy in eV: -8.73
Frontier orbital gap in Ha: 0.3273

***

[3]
Molecular formula: C7H10
Method: DFT, ωB97M-V/def2-TZVPD

XYZ file:
```
17
Properties=species:S:1:pos:R:3:lowdin_charge:R:1
C 1.4982 -0.0616 0.6688 -0.079
C 0.3093 0.6596 1.3593 -0.141
C -0.1474 1.4227 0.3237 -0.042
C -0.8515 0.3438 -0.4620 -0.196
C -1.8247 -0.2985 0.5315 -0.111
C -0.5602 -0.6096 1.3114 -0.225
C 0.2763 -0.7923 0.0095 -0.148
H 2.1417 0.5571 0.0393 0.097
H 2.0958 -0.7506 1.2774 0.102
H 1.4922 0.7700 -3.1042 0.025
H 1.1384 0.1031 -3.0620 0.018
H 0.5384 2.1023 -0.1820 0.101
H -1.1237 0.5410 -1.5020 0.113
H -2.5909 0.3418 0.9825 0.111
H -2.2775 -1.2074 0.1229 0.114
H -0.4933 -1.3301 2.1298 0.138
H 0.3788 -1.7914 -0.4439 0.124
```

Output
Energy relative to the best compared isomer or geometry (same formula, charge and spin) in kcal per mole: 148.2
HOMO energy (spin up / spin down) in eV: -7.97 / -7.97
Frontier orbital gap (spin up / spin down) in Ha: 0.3025 / 0.3028

***

[4]
Molecular formula: C42H83N3O33
Method: DFT, ωB97M-V/def2-TZVPD

XYZ file:
```
161
Properties=species:S:1:pos:R:3:lowdin_charge:R:1
C 0.6228 -1.6722 -4.1016 -0.095
O 0.7973 -1.9161 -2.7217 -0.210
C 2.1882 -1.7468 -2.3146 -0.147
C 2.2832 -1.9498 -0.7639 -0.140
O 1.4281 -1.0059 -0.0895 -0.167
C 1.4213 -1.1309 1.3210 -0.154
C 0.4938 -0.0387 1.9529 -0.154
O 1.1632 1.2424 1.8633 -0.203
C 0.3129 2.3356 2.3332 -0.083
H 1.2581 -2.3330 -4.6913 0.097
H 0.8213 -0.6535 -4.4349 0.068
H -0.4320 -1.8589 -4.3030 0.081
H 2.4104 -0.7217 -2.6110 0.101
H 2.8689 -2.4244 -2.8300 0.119
H 3.3154 -1.8105 -0.4426 0.122
H 1.9433 -2.9273 -0.4219 0.111
H 2.4296 -0.9488 1.6929 0.128
H 1.0370 -2.1069 1.6174 0.112
H 0.4442 -0.2388 3.0232 0.095
H -0.5057 -0.1178 1.5252 0.110
H -0.6303 2.3810 1.7888 0.059
H 0.6486 3.3647 2.2054 0.085
H 0.0159 2.2858 3.3808 0.055
C -5.0699 0.1038 1.6405 -0.076
O -3.8637 -0.1611 1.0453 -0.020
C -3.5884 -1.2367 0.3050 -0.546
O -4.4437 -1.9438 -0.1907 0.121
O -2.2583 -1.4221 0.2641 -0.010
C -1.7140 -2.3783 -0.5840 -0.057
H -4.8149 0.5278 2.6118 0.096
H -5.7376 -0.7456 1.7849 0.109
H -5.5767 0.9181 1.1227 0.077
H -0.6461 -2.4395 -0.3747 0.083
H -1.8082 -2.1997 -1.6552 0.094
H -2.1154 -3.3865 -0.4813 0.102
C 8.1591 3.2563 0.5334 -0.061
O 7.0234 3.0767 -0.2461 -0.003
C 6.1820 2.0671 -0.0417 -0.564
O 6.2744 1.1798 0.8039 0.104
O 5.1315 2.2277 -0.8794 -0.009
C 3.8522 1.5820 -0.6151 -0.011
H 8.7056 2.3326 0.3429 0.096
H 7.9988 3.3428 1.6081 0.103
H 8.8226 4.0408 0.1696 0.096
H 3.4383 1.5853 0.3932 0.087
H 3.9936 0.5254 -0.8425 0.075
H 3.0662 1.9551 -1.2716 0.092
C 1.8126 -7.3930 -7.8496 -0.047
O 1.1235 -7.2043 -6.6069 -0.024
C 0.5031 -6.0038 -6.3552 -0.541
O 0.6658 -4.9608 -7.0136 0.090
O -0.1743 -6.1367 -5.2266 0.001
C -1.1707 -5.1616 -4.9056 -0.030
H 2.2796 -8.3747 -7.7701 0.093
H 2.5748 -6.6446 -8.0665 0.091
H 1.0988 -7.3714 -8.6731 0.095
H -2.0229 -5.0421 -5.5747 0.104
H -0.6848 -4.1890 -4.8278 0.074
H -1.5787 -5.3836 -3.9195 0.087
C -1.7441 0.6769 -5.6701 -0.071
O -2.4323 -0.4480 -5.2038 -0.019
C -3.4559 -0.3278 -4.2885 -0.468
O -3.8988 0.7515 -3.8640 0.093
O -3.8705 -1.5927 -3.9346 -0.020
C -5.0547 -1.8487 -3.1982 -0.065
H -1.8722 0.8383 -6.7404 0.105
H -0.6659 0.5558 -5.5657 0.059
H -1.9663 1.5762 -5.0956 0.084
H -5.9923 -1.9322 -3.7477 0.095
H -5.2724 -1.1090 -2.4278 0.079
H -4.9227 -2.7668 -2.6257 0.087
C -0.5074 6.2142 9.6677 -0.068
O -0.1255 5.0951 8.9197 -0.015
C -0.5205 5.0762 7.6209 -0.541
O -0.8912 6.0426 6.9673 0.100
O -0.5192 3.7876 7.1520 -0.020
C -0.9912 3.5794 5.7517 -0.032
H 0.2739 6.9610 9.5262 0.098
H -0.4974 5.8659 10.7005 0.095
H -1.4903 6.6256 9.4378 0.099
H -1.2353 2.5293 5.5911 0.060
H -0.2522 4.0320 5.0905 0.068
H -1.9480 4.0647 5.5590 0.074
C -4.9067 8.3774 2.6189 -0.073
O -3.6933 8.0856 3.1985 0.008
C -3.0348 6.9733 2.8391 -0.560
O -3.2928 6.1420 1.9027 0.038
O -1.9739 6.9071 3.5253 0.051
C -0.9246 6.0070 3.2418 -0.039
H -4.8980 8.2177 1.5407 0.099
H -5.1884 9.3958 2.8865 0.098
H -5.6329 7.7444 3.1289 0.100
H -0.0542 6.1270 3.8869 0.099
H -0.5435 6.1264 2.2276 0.102
H -1.2441 4.9673 3.3127 0.041
C 0.4189 -4.5354 3.1681 -0.059
O 1.7706 -4.2654 2.9580 0.003
C 2.5021 -3.5972 3.8302 -0.593
O 2.1602 -3.1198 4.9085 0.109
O 3.6800 -3.3837 3.2378 -0.008
C 4.6752 -2.4965 3.8054 -0.034
H 0.1305 -5.4502 3.6859 0.101
H -0.0650 -4.8034 2.2289 0.091
H -0.1283 -3.6862 3.5773 0.071
H 4.2508 -1.4937 3.8529 0.041
H 5.5879 -2.2974 3.2438 0.095
H 5.0155 -2.7356 4.8130 0.094
C -2.4726 5.1844 -2.9681 -0.069
O -1.7814 4.0003 -3.1495 -0.023
C -1.5927 3.1283 -2.1109 -0.465
O -1.8996 3.3380 -0.9575 0.119
O -0.9265 1.9802 -2.5796 -0.033
C -0.3501 1.0802 -1.6945 -0.049
H -2.5572 5.4192 -1.9070 0.087
H -3.5059 5.0753 -3.2975 0.103
H -1.8954 6.0127 -3.3791 0.101
H -0.0821 1.5940 -0.7713 0.089
H 0.6123 0.8020 -2.1240 0.087
H -0.9560 0.2218 -1.4045 0.091
C 1.0351 3.0350 -5.7734 -0.022
O 2.2213 2.3434 -5.3332 -0.019
C 2.5719 1.1043 -5.7989 -0.524
O 1.9709 0.4496 -6.6620 0.091
O 3.6583 0.7683 -5.0608 -0.025
C 4.3952 -0.4382 -5.2018 -0.027
H 0.1278 2.4940 -6.0419 0.071
H 1.3890 3.6318 -6.6142 0.096
H 0.7251 3.7660 -5.0266 0.090
H 5.4706 -0.3172 -5.0717 0.098
H 4.2089 -1.0282 -6.0992 0.100
H 3.9518 -0.9581 -4.3525 0.068
C -1.0003 -9.4691 0.3913 -0.029
O -0.2292 -8.2587 0.2145 -0.021
C 0.0314 -7.7832 -1.0185 -0.541
O -0.1621 -8.3384 -2.0885 0.119
O 0.5717 -6.5300 -0.8158 -0.032
C 0.8866 -5.6704 -1.9347 -0.021
H -0.3856 -10.3097 0.0694 0.096
H -1.9119 -9.5547 -0.2001 0.092
H -1.3139 -9.4746 1.4352 0.093
H 0.0414 -5.0777 -2.2845 0.079
H 1.3924 -6.2643 -2.6960 0.099
H 1.6335 -4.9493 -1.6025 0.076
C -4.5513 3.3038 0.9795 -0.053
C -3.5984 3.2971 2.1334 -0.226
N -2.8736 3.2498 3.0466 0.171
H -5.4714 3.0623 1.5116 0.076
H -4.2615 2.6293 0.1737 0.073
H -4.6477 4.3023 0.5532 0.076
C -2.3424 -1.5148 3.9464 -0.039
C -1.5540 -0.7715 4.8917 -0.269
N -0.9035 -0.1784 5.6313 0.167
H -2.6182 -0.9007 3.0892 0.071
H -3.1609 -1.9316 4.5334 0.097
H -1.7330 -2.3766 3.6741 0.065
C 2.3865 0.8755 5.0872 -0.050
C 3.7799 0.4581 5.2743 -0.265
N 4.8764 0.1401 5.5074 0.135
H 2.2334 1.8816 5.4778 0.087
H 1.6684 0.1843 5.5283 0.061
H 2.3668 0.8786 3.9974 0.061
```

Output
Energy relative to the best compared isomer or geometry (same formula, charge and spin) in kcal per mole: 69.8
HOMO energy in eV: -10.00
Frontier orbital gap in Ha: 0.3780

***

[5]
Molecular formula: C55H56N2O8SSi
Method: DFT, ωB97M-V/def2-TZVPD

XYZ file:
```
123
Properties=species:S:1:pos:R:3:lowdin_charge:R:1
H -5.5977 -2.9843 0.7772 0.044
N -4.9028 -3.3010 1.4539 0.085
C -3.9257 -2.4881 1.5022 -0.201
C -2.7800 -2.8434 2.4461 -0.125
N -1.7206 -1.8229 2.5920 -0.034
C -2.2407 -0.5153 2.8565 -0.239
C -2.6082 -0.2412 4.1723 -0.010
C -3.0808 1.0080 4.4912 -0.085
C -3.2243 2.0264 3.5599 -0.094
C -2.8958 1.7823 2.2289 -0.254
Si -3.0796 3.1682 0.9337 0.566
C -4.5266 2.6750 -0.2094 -0.168
C -3.4870 4.7872 1.8575 -0.174
C -1.5157 3.5210 -0.0656 -0.190
C -2.4173 0.5028 1.9322 -0.418
S -1.9765 0.1663 0.2289 1.054
C -0.6887 -1.0584 0.4490 -0.320
C 0.2928 -1.1165 -0.5245 -0.306
O 0.2065 -0.1960 -1.5382 -0.091
C 0.2653 -0.7621 -2.8480 -0.131
C -0.9816 -1.6498 -3.1196 -0.172
O -1.5670 -1.2096 -4.3453 -0.170
C -1.9831 -2.3433 -5.1107 -0.261
C -3.0039 -3.2320 -4.3619 -0.075
C 1.2785 -2.0794 -0.4150 0.039
C 1.2600 -2.9251 0.6879 -0.140
C 2.3552 -3.9903 0.8446 -0.110
C 3.4826 -3.8922 -0.1861 -0.268
O 4.6456 -4.6146 0.1991 -0.062
C 0.2691 -2.8576 1.6711 -0.099
C 0.2882 -3.8316 2.8377 -0.094
C 1.3077 -3.4382 3.9366 -0.214
O 0.5956 -2.8117 4.9852 -0.156
C 1.4579 -2.3320 6.0106 -0.259
C 0.7793 -1.1030 6.6648 -0.066
C -0.7366 -1.8772 1.5559 -0.168
H -3.9000 -1.5995 0.8577 0.083
H -3.1826 -3.0929 3.4389 0.129
H -2.3164 -3.7716 2.0879 0.122
H -2.5032 -0.9995 4.9453 0.119
H -3.3640 1.2118 5.5252 0.107
H -3.5828 2.9923 3.9072 0.090
H -5.0025 1.7662 0.1872 0.027
H -4.2017 2.4486 -1.2313 0.017
H -5.2596 3.4902 -0.1550 0.025
H -3.1284 4.7939 2.8912 0.018
H -4.5617 4.9846 1.7592 0.028
H -2.9645 5.6070 1.3409 0.030
H -0.9398 4.3320 0.4091 0.030
H -0.8318 2.6723 -0.1715 -0.002
H -1.7459 3.8702 -1.0849 0.028
H 1.2173 -1.2628 -3.0678 0.121
H 0.1905 0.0857 -3.5411 0.130
H -1.6993 -1.4318 -2.3161 0.122
H -0.6508 -2.6949 -3.1527 0.127
H -2.3972 -1.9988 -6.0665 0.110
H -1.0691 -2.9170 -5.3497 0.117
H -3.6893 -3.7305 -5.0565 0.073
H -2.4839 -4.0220 -3.8024 0.070
H -3.5539 -2.6357 -3.6244 0.081
H 2.0426 -2.1329 -1.1830 0.110
H 2.8273 -3.8060 1.8235 0.111
H 1.9386 -5.0048 0.9208 0.126
H 3.7684 -2.8338 -0.2957 0.117
H 3.1435 -4.2183 -1.1827 0.123
H 5.3595 -3.9838 0.3449 0.070
H -0.6856 -3.9295 3.3233 0.102
H 0.5528 -4.8382 2.4858 0.112
H 2.1234 -2.8188 3.5313 0.118
H 1.7647 -4.3786 4.3067 0.130
H 2.4403 -2.0335 5.6223 0.113
H 1.5270 -3.1016 6.7971 0.117
H 1.2544 -0.1670 6.3463 0.071
H 0.8711 -1.1509 7.7601 0.068
H -0.2952 -1.0828 6.4518 0.063
O 11.4701 0.5541 3.2041 0.109
C 10.6103 -0.1345 2.6951 -0.277
C 9.6065 -0.8430 3.5353 -0.082
C 9.6459 -0.6940 4.9162 0.000
C 8.6943 -1.3173 5.7064 -0.055
C 7.6977 -2.0916 5.1207 -0.056
C 7.6641 -2.2569 3.7461 -0.002
C 8.6204 -1.6391 2.9489 -0.083
C 8.5834 -1.8392 1.4755 -0.274
O 7.7578 -2.5745 0.9708 0.096
C 9.5729 -1.1158 0.6335 -0.083
C 9.5305 -1.2631 -0.7478 -0.002
C 10.4257 -0.5696 -1.5450 -0.056
C 11.3674 0.2750 -0.9656 -0.055
C 11.4226 0.4145 0.4114 0.000
C 10.5305 -0.2830 1.2164 -0.082
H 10.4174 -0.0878 5.3719 0.121
H 8.7241 -1.1966 6.7817 0.108
H 6.9479 -2.5681 5.7393 0.107
H 6.8919 -2.8637 3.2921 0.118
H 8.7956 -1.9161 -1.1993 0.120
H 10.3888 -0.6827 -2.6209 0.108
H 12.0603 0.8232 -1.5910 0.108
H 12.1576 1.0690 0.8607 0.121
O -5.2542 5.7609 -3.3383 0.103
C -5.8105 5.0773 -4.1735 -0.277
C -5.1392 3.8797 -4.7472 -0.083
C -3.8695 3.5321 -4.3028 -0.006
C -3.2476 2.3984 -4.7986 -0.047
C -3.8945 1.6036 -5.7419 -0.048
C -5.1531 1.9556 -6.2007 0.001
C -5.7778 3.0965 -5.7107 -0.083
C -7.1225 3.4718 -6.2251 -0.277
O -7.6556 2.8218 -7.1013 0.105
C -7.8031 4.6580 -5.6370 -0.083
C -9.0744 5.0030 -6.0792 -0.002
C -9.7320 6.0848 -5.5177 -0.058
C -9.1222 6.8269 -4.5108 -0.058
C -7.8497 6.4952 -4.0764 -0.002
C -7.1832 5.4139 -4.6401 -0.083
H -3.3694 4.1461 -3.5653 0.115
H -2.2606 2.1265 -4.4461 0.107
H -3.4133 0.7099 -6.1182 0.101
H -5.6533 1.3407 -6.9371 0.120
H -9.5508 4.4235 -6.8587 0.120
H -10.7240 6.3499 -5.8609 0.107
H -9.6416 7.6666 -4.0668 0.107
H -7.3753 7.0749 -3.2958 0.120
```

Output
Energy relative to the best compared isomer or geometry (same formula, charge and spin) in kcal per mole: 0.0
SMILES: [H]/N=C/CN1c2cccc([Si](C)(C)C)c2Sc2c(OCCOCC)cc(CCO)c(CCOCC)c21.O=C1c2ccccc2C(=O)c2ccccc21.O=C1c2ccccc2C(=O)c2ccccc21
HOMO energy in eV: -7.76
Frontier orbital gap in Ha: 0.2423